15
Properties=species:S:1:pos:R:3:forces:R:3 method="wB97M-V/def2-TZVPD" homo_ev="-10.93 / -15.11" charge=+1 lumo_ha="-0.14382 / -0.32466" spin_multiplicity=3 total_energy_ha=-1564.00155 gap_ev="7.01 / 6.27"
C 0.7554 -0.0226 0.1102 0.878 1.366 -0.820
C 1.7549 -1.6259 1.6641 3.462 -1.286 1.026
C 0.1007 1.6800 -1.5360 -0.939 -0.435 -1.318
N 1.1375 -0.5885 1.0745 -0.511 1.438 -0.290
N -0.0107 0.5146 -0.6966 0.104 0.149 0.359
O -2.8643 -0.2396 -1.6675 -0.594 -0.098 -0.373
P -2.1710 0.0520 -0.4251 0.082 -0.402 -1.779
Cl -2.0410 -1.4245 0.8623 -0.227 -0.817 1.078
Cl -2.5698 1.7493 0.4405 -0.812 1.269 1.145
H 2.6701 -1.9183 1.0668 -0.545 0.525 0.758
H 1.0688 -2.3705 1.5345 -1.635 -2.713 0.298
H 2.0235 -1.5549 2.7387 -0.213 0.445 -0.655
H 1.0653 1.6112 -2.1436 -1.320 0.644 0.991
H -0.8461 1.5789 -2.1829 1.582 0.585 0.519
H -0.0732 2.5589 -0.8400 0.691 -0.671 -0.938

15
Properties=species:S:1:pos:R:3:forces:R:3 method="wB97M-V/def2-TZVPD" homo_ev=-7.79 charge=0 lumo_ha=0.01733 spin_multiplicity=1 total_energy_ha=-474.21693 gap_ev=8.27 de_lowest_kj_mol=182.0
N 0.1410 -2.2091 -0.5530 -0.962 -1.231 0.284
C 0.8849 -1.0820 -0.7550 0.913 2.083 0.257
C 0.4171 0.0850 -1.2372 1.337 -1.146 -0.792
O -0.7978 0.2059 -1.8561 -1.182 -0.387 0.348
H -0.8394 -2.0074 -0.3669 0.304 -0.357 0.152
H 0.5311 -2.8199 0.1642 -0.391 0.280 -0.358
H 1.9148 -1.1522 -0.4102 -0.202 0.270 -0.130
H 1.0596 0.9344 -1.4411 -0.083 -0.127 0.214
H -1.2593 -0.6535 -1.8329 0.344 0.527 -0.258
O -0.0899 0.2643 1.8956 0.091 1.007 -1.058
C -0.2807 1.3410 1.3506 -1.077 -0.379 2.251
O 0.4625 2.4389 1.5759 0.172 -0.637 -0.246
O -1.4205 1.6801 0.7216 0.785 -0.620 -0.336
H 1.1370 2.1446 2.2156 -0.165 0.185 -0.350
H -1.8605 0.8297 0.5289 0.117 0.531 0.023

10
Properties=species:S:1:pos:R:3:forces:R:3 method="wB97M-V/def2-TZVPD" smiles="O=S(=O)([O-])[C@@H]1CS1" homo_ev=-4.83 charge=-1 lumo_ha=0.12290 spin_multiplicity=1 total_energy_ha=-1100.15011 gap_ev=8.17 de_lowest_kj_mol=118.8
O -2.3972 -0.3003 -1.4811 -0.262 0.053 1.579
S -2.4389 -0.0178 -0.0203 2.499 1.164 -2.025
O -3.3591 -0.8150 0.7277 -0.940 -0.410 0.735
O -2.3472 1.4209 0.2575 -1.014 -0.178 0.198
C -0.7444 -0.4014 0.6034 -1.440 0.983 1.021
C 0.2636 -0.1796 -0.4410 1.299 -0.011 1.413
S -0.0324 -1.8940 0.0280 0.406 -1.087 -0.002
H -0.6448 0.0483 1.6278 0.157 -0.923 -0.975
H -0.2507 0.1431 -1.3128 0.468 0.261 -1.133
H 1.2798 0.1365 -0.0884 -1.174 0.147 -0.812

19
Properties=species:S:1:pos:R:3:forces:R:3 method="wB97M-V/def2-TZVPD" homo_ev="-14.19 / -14.08" charge=+1 lumo_ha="-0.12023 / -0.31503" spin_multiplicity=2 total_energy_ha=-381.13885 gap_ev="10.92 / 5.51" de_lowest_kj_mol=193.9
C 0.8969 -0.3548 -0.7339 0.870 0.281 -0.254
N 0.0816 0.0271 0.3951 -1.666 0.923 -2.380
C -0.0986 1.5009 0.5746 0.542 -0.285 1.708
O -0.7987 1.8740 1.7080 0.508 -1.283 -0.583
C 0.1999 -1.1630 -1.8457 0.086 0.604 0.061
N -0.5361 -0.2991 -2.7888 0.382 -0.562 1.073
H 1.7971 -0.8893 -0.3848 -0.248 -0.147 0.128
H 1.3100 0.5681 -1.1638 0.028 0.025 0.104
H -0.8433 -0.4149 0.3151 0.202 -0.525 1.073
H 0.9227 1.8984 0.5904 -0.116 0.326 -0.507
H -0.6962 1.7461 -0.3093 0.226 0.372 -0.317
H -0.4826 1.2670 2.4148 -0.577 0.680 0.433
H 1.0151 -1.5662 -2.4422 -0.003 -0.452 0.200
H -0.3806 -1.9680 -1.3823 0.013 -0.124 -0.108
H -1.2533 0.2454 -2.3230 -0.256 -0.152 -0.191
H -0.9732 -0.9562 -3.4258 -0.236 0.465 -0.343
H -0.3284 -0.8207 4.2681 -0.135 -0.051 0.248
H 0.3582 -0.5539 2.9283 0.140 -0.283 0.408
O -0.1904 -0.1409 3.6053 0.239 0.186 -0.753

28
Properties=species:S:1:pos:R:3:forces:R:3 method="wB97M-V/def2-TZVPD" smiles="Cc1c[nH]c2ccccc12.CC(N)=O" homo_ev=-7.56 charge=0 lumo_ha=0.02458 spin_multiplicity=1 total_energy_ha=-612.26262 gap_ev=8.23 de_lowest_kj_mol=231.4
C -2.3432 -0.7124 1.0091 -2.611 -0.172 -0.438
C -1.6295 -1.1133 -0.2431 -1.409 -3.604 4.259
C -1.5140 -2.4998 -0.4946 -1.377 1.782 0.485
N -0.7419 -2.7211 -1.5929 0.033 6.232 2.743
C -0.4370 -1.3810 -2.0167 -0.784 -1.832 -0.221
C 0.0392 -1.0719 -3.2264 2.855 -0.919 -3.606
C 0.4077 0.2233 -3.5859 0.016 -1.054 0.268
C 0.1166 1.1672 -2.6399 -0.468 3.201 -0.161
C -0.6127 0.9374 -1.5073 0.143 -2.206 0.472
C -0.9376 -0.3833 -1.1521 1.941 -0.319 -2.579
H -2.6002 -1.5184 1.7268 0.512 0.115 -0.675
H -3.3382 -0.3218 0.7042 0.179 -0.168 0.131
H -2.0017 0.0936 1.5970 1.249 0.947 0.476
H -2.1964 -3.2313 -0.0465 0.909 0.012 -0.036
H -0.8059 -3.4757 -2.1306 -0.103 -3.483 -2.812
H 0.3296 -1.9075 -3.9144 -0.374 0.740 0.571
H 0.9797 0.4867 -4.4770 -0.462 -0.321 0.148
H 0.3039 2.2422 -2.8452 0.259 -0.817 0.068
H -0.8186 1.6477 -0.7864 -0.481 1.878 0.942
C 2.8507 0.8806 2.4346 -1.872 2.952 -5.098
C 2.0298 2.1112 2.8152 -0.453 1.354 1.245
N 0.8669 1.8746 3.4945 1.227 0.113 -1.000
O 2.2967 3.2948 2.6715 1.045 -0.706 -0.857
H 3.7509 1.1584 1.8880 0.371 0.020 0.931
H 2.2763 0.4216 1.5685 0.247 0.253 0.966
H 2.8550 0.1951 3.1573 0.672 -2.598 2.962
H 0.3366 2.5912 3.8823 -0.485 1.699 0.324
H 0.5372 1.0120 3.7101 -0.780 -3.098 0.494